Molecular formula: C4H8NO6P
Method: DFT, the ωB97M-V functional and the def2-TZVPD basis

```
! wB97M-V def2-TZVPD RIJCOSX def2/J DEFGRID3
* xyz 0 1
O 2.5247 0.3177 1.7128
O -0.2979 2.4588 1.9410
O 3.1686 0.8330 -0.9370
O 1.1836 -0.7293 -2.0669
O -0.1867 0.5578 3.6552
O -1.8095 1.4838 1.8838
C 1.6240 0.3091 0.9088
N 1.8635 0.6587 -0.4066
C -0.3861 -0.1330 -0.3368
C 0.7335 0.3434 -1.2358
C 0.2425 -0.1816 1.0686
P -0.4516 1.0241 2.1850
H 3.7269 1.3162 -0.2888
H 2.1397 -0.6166 -2.1722
H -0.7568 1.1351 4.1964
H -1.3274 2.3680 1.7954
H -0.7702 -1.1391 -0.6236
H -1.2394 0.5410 -0.4139
H 0.3525 1.2062 -1.7907
H 0.2495 -1.1698 1.5086
*
```

LUMO level, eV: 0.5
E_HOMO, eV: -9.2
Gap between HOMO and LUMO, Eh: 0.3581
Electronic energy, eV: -27337.7625
Relative energy (zero: lowest compared OMol25 entry of this formula, charge and spin), kJ/mol: 397.9

***

Molecular formula: C4H8NOS
Method: DFT, the ωB97M-V functional and the def2-TZVPD basis

```
! wB97M-V def2-TZVPD RIJCOSX def2/J DEFGRID3
* xyz 1 1
C 0.7300 0.6469 1.1679
C 0.0521 0.9529 -1.3296
C 0.7557 0.3605 -2.4329
C -0.4380 -0.7255 2.7490
N 0.7759 1.0320 -0.0297
O -0.2036 -0.2593 1.4355
S -1.2203 2.0436 -1.4356
H 1.3567 1.2456 1.8580
H 1.0223 -0.6862 -2.3550
H 1.7623 0.6952 -2.4178
H 0.2829 0.5622 -3.4023
H 0.5091 -1.1123 3.1449
H -1.0698 -1.5428 2.3726
H -1.0125 -0.0980 3.3588
H -1.5830 2.0287 -2.8622
*
```

LUMO level, eV: -5.2
E_HOMO, eV: -14.7
Gap between HOMO and LUMO, Eh: 0.3501
Electronic energy, eV: -18641.0527
Relative energy (zero: lowest compared OMol25 entry of this formula, charge and spin), kJ/mol: 211.8

***

Molecular formula: C4H8NPS
Method: DFT, the ωB97M-V functional and the def2-TZVPD basis

```
! wB97M-V def2-TZVPD RIJCOSX def2/J DEFGRID3
* xyz 0 1
C -1.5649 -1.4228 -0.1583
C -0.2627 -0.6446 0.3634
C -0.1267 0.7295 -0.2931
C 1.0701 1.6700 0.1400
S 2.7428 0.9893 0.0217
P 2.4455 -1.0971 -0.0699
N 0.7170 -1.5938 0.1120
H -1.8226 -2.3335 0.4242
H -1.2636 -1.4931 -1.1891
H -2.4207 -0.7806 0.1016
H -0.2711 -0.3202 1.4779
H -1.1280 1.2480 -0.0895
H -0.0416 0.4539 -1.3879
H 0.9006 2.5316 -0.6549
H 1.0263 2.0635 1.2019
*
```

LUMO level (alpha / beta), eV: -0.7 / -0.7
E_HOMO (alpha / beta), eV: -8.7 / -8.7
Gap between HOMO and LUMO (alpha / beta), Eh: 0.2957 / 0.2957
Electronic energy, eV: -25889.8218
Relative energy (zero: lowest compared OMol25 entry of this formula, charge and spin), kJ/mol: 149.9

***

Molecular formula: C4H8NS
Method: DFT, the ωB97M-V functional and the def2-TZVPD basis

```
! wB97M-V def2-TZVPD RIJCOSX def2/J DEFGRID3
* xyz 1 1
C 2.5541 -1.3690 0.1209
C 0.9594 0.0070 -0.3230
C -2.8485 -1.0774 0.0514
C -1.8447 0.0340 0.1997
N 3.8935 -0.7714 -0.4734
S -0.2079 -0.7833 0.5023
H -2.5850 -1.7860 -0.7415
H -2.9287 -1.6039 0.9778
H -3.7228 -0.5887 -0.4740
H -2.0010 0.7802 0.9511
H -1.6526 0.5748 -0.6787
H 4.0339 0.1444 0.0526
H 3.7433 -0.4475 -1.5306
H 4.6782 -1.3786 -0.5112
*
```

LUMO level (alpha / beta), eV: -5.6 / -6.0
E_HOMO (alpha / beta), eV: -12.9 / -12.9
Gap between HOMO and LUMO (alpha / beta), Eh: 0.2701 / 0.2544
Electronic energy, eV: -16587.3241
Relative energy (zero: lowest compared OMol25 entry of this formula, charge and spin), kJ/mol: 779.8

***

Molecular formula: C4H8NS
Method: DFT, the ωB97M-V functional and the def2-TZVPD basis

```
! wB97M-V def2-TZVPD RIJCOSX def2/J DEFGRID3
* xyz 1 1
C 0.7112 -0.9830 -0.5393
C 0.6465 1.1917 0.6596
C -1.1615 -1.2418 0.3503
C -0.5374 1.1890 -0.2729
N 0.6914 0.4301 -0.5785
S -2.0202 0.2119 -0.0236
H 1.4107 -1.2749 0.2424
H 0.6654 -1.5092 -1.5008
H 1.1293 2.0950 0.9740
H 0.5268 0.5714 1.4777
H -1.5821 -2.0760 -0.0989
H -0.8400 -1.3532 1.4339
H -0.8298 1.9709 -0.8133
H 1.1897 0.7778 -1.3105
*
```

LUMO level, eV: -3.5
E_HOMO, eV: -13.7
Gap between HOMO and LUMO, Eh: 0.3742
Electronic energy, eV: -16592.7360
Relative energy (zero: lowest compared OMol25 entry of this formula, charge and spin), kJ/mol: 257.7

***

Molecular formula: C4H8NS
Method: DFT, the ωB97M-V functional and the def2-TZVPD basis

```
! wB97M-V def2-TZVPD RIJCOSX def2/J DEFGRID3
* xyz 1 1
C 0.8279 -0.1096 -1.2087
C 2.1519 0.1804 -1.1334
C 0.4366 -0.1987 0.2168
C -0.9117 1.2314 0.7402
N -0.0410 -1.5249 0.7372
S 2.2107 0.2106 0.7151
H 0.2171 -0.0045 -2.1113
H 2.9674 0.6961 -1.7449
H -1.8222 0.5167 0.6913
H -0.6257 2.0702 0.1884
H -0.6210 1.2957 1.7939
H 0.6766 -2.1644 0.3303
H -0.8985 -1.5856 0.2545
H -0.1819 -1.7533 1.6740
*
```

LUMO level, eV: -3.8
E_HOMO, eV: -13.0
Gap between HOMO and LUMO, Eh: 0.3378
Electronic energy, eV: -16592.4265
Relative energy (zero: lowest compared OMol25 entry of this formula, charge and spin), kJ/mol: 287.5

***

Molecular formula: C4H8O
Method: DFT, the ωB97M-V functional and the def2-TZVPD basis

```
! wB97M-V def2-TZVPD RIJCOSX def2/J DEFGRID3
* xyz 0 1
C -1.9438 0.7510 0.0797
C -0.5514 0.3618 0.4753
C 0.4698 0.2462 -0.3689
C 1.7752 -0.3937 -0.0040
O 1.7759 -1.7069 -0.5523
H -2.6812 0.0306 0.4558
H -2.2054 1.7304 0.4933
H -2.0406 0.7962 -1.0100
H -0.3831 0.1399 1.5324
H 0.3241 0.4204 -1.4364
H 2.6416 0.1309 -0.4247
H 1.9064 -0.4307 1.0882
H 0.9125 -2.0762 -0.3282
*
```

LUMO level, eV: 1.1
E_HOMO, eV: -9.6
Gap between HOMO and LUMO, Eh: 0.3936
Electronic energy, eV: -6324.3181
Relative energy (zero: lowest compared OMol25 entry of this formula, charge and spin), kJ/mol: 82.0

***

Molecular formula: C4H8O
Method: DFT, the ωB97M-V functional and the def2-TZVPD basis

```
! wB97M-V def2-TZVPD RIJCOSX def2/J DEFGRID3
* xyz 0 1
C -0.2348 1.8336 0.4965
C 0.0302 0.5553 0.1370
C 1.3109 -0.0817 0.4509
O -0.8098 -0.2082 -0.5994
C -0.5153 -1.6540 -0.5296
H 0.4720 2.3836 1.1541
H -1.3090 2.2142 0.2176
H 1.7297 -0.6896 -0.3427
H 1.3941 -0.7993 1.3642
H 2.0014 0.7064 0.6249
H -0.6065 -1.9669 0.5441
H -1.2788 -2.0359 -1.1436
H 0.5299 -2.0666 -0.9522
*
```

LUMO level, eV: 0.9
E_HOMO, eV: -8.5
Gap between HOMO and LUMO, Eh: 0.3456
Electronic energy, eV: -6323.2143
Relative energy (zero: lowest compared OMol25 entry of this formula, charge and spin), kJ/mol: 188.5

***

Molecular formula: C4H8O
Method: DFT, the ωB97M-V functional and the def2-TZVPD basis

```
! wB97M-V def2-TZVPD RIJCOSX def2/J DEFGRID3
* xyz 0 1
C 1.5558 1.2924 0.8009
C 0.2394 0.6917 0.4159
C 0.0706 -0.5848 0.0895
C -1.2348 -1.1335 -0.3849
O -1.1781 -1.2622 -1.8259
H 1.5551 2.3695 0.6104
H 1.7663 1.2202 1.8662
H 2.3989 0.8662 0.2604
H -0.6144 1.3428 0.3298
H 0.8956 -1.2686 0.1646
H -2.0748 -0.4967 -0.1059
H -1.4081 -2.1384 -0.0008
H -1.9714 -0.8987 -2.2202
*
```

LUMO level, eV: 1.1
E_HOMO, eV: -9.5
Gap between HOMO and LUMO, Eh: 0.3881
Electronic energy, eV: -6324.1542
Relative energy (zero: lowest compared OMol25 entry of this formula, charge and spin), kJ/mol: 97.8

***

Molecular formula: C4H8O
Method: DFT, the ωB97M-V functional and the def2-TZVPD basis

```
! wB97M-V def2-TZVPD RIJCOSX def2/J DEFGRID3
* xyz 0 1
C 1.2594 -0.2586 1.5149
C 0.0878 0.4653 0.8299
C -0.2475 0.0381 -0.3812
C -1.4007 0.3575 -1.2199
O 0.5907 -0.9665 -0.9911
H 1.0650 -1.3294 1.5788
H 1.5643 0.0410 2.5274
H 2.1953 0.0330 1.0260
H -0.4428 1.1442 1.4560
H -1.2800 1.3519 -1.7144
H -2.3748 0.2617 -0.7163
H -1.4525 -0.4347 -2.0084
H 0.4357 -0.7035 -1.9016
*
```

LUMO level, eV: 0.9
E_HOMO, eV: -8.7
Gap between HOMO and LUMO, Eh: 0.3550
Electronic energy, eV: -6323.9500
Relative energy (zero: lowest compared OMol25 entry of this formula, charge and spin), kJ/mol: 117.5

***

Molecular formula: C4H8O
Method: DFT, the ωB97M-V functional and the def2-TZVPD basis

```
! wB97M-V def2-TZVPD RIJCOSX def2/J DEFGRID3
* xyz 0 1
C 1.4333 -1.0292 0.0977
C 0.0671 -0.4163 0.1597
O -0.5752 -0.3157 -1.2417
C -0.0856 1.0210 0.5156
C -1.4548 0.7799 0.0114
H 1.8280 -1.1428 1.1147
H 2.1564 -0.4218 -0.4792
H 1.4047 -2.0320 -0.3454
H -1.1680 -1.0761 -1.2777
H -0.0389 1.1983 1.5939
H 0.4759 1.7873 -0.0459
H -2.1584 0.2922 0.6758
H -1.8967 1.3668 -0.7945
*
```

LUMO level, eV: 0.6
E_HOMO, eV: -6.7
Gap between HOMO and LUMO, Eh: 0.2697
Electronic energy, eV: -6319.7407
Relative energy (zero: lowest compared OMol25 entry of this formula, charge and spin), kJ/mol: 523.6

***

Molecular formula: C4H8O
Method: DFT, the ωB97M-V functional and the def2-TZVPD basis

```
! wB97M-V def2-TZVPD RIJCOSX def2/J DEFGRID3
* xyz 0 1
C 1.0239 1.4727 0.6768
C 1.1211 0.9536 -0.5630
O 0.2004 0.2194 -1.2507
C -0.9572 -0.2720 -0.5662
C -0.6599 -1.4935 0.2658
H 0.2136 1.2409 1.3611
H 1.8808 2.0676 1.0402
H 2.0493 1.1408 -1.1354
H -1.3952 0.5112 0.0432
H -1.6256 -0.4958 -1.4042
H -1.6168 -1.8892 0.6071
H -0.1258 -1.2004 1.2199
H -0.1084 -2.2553 -0.2947
*
```

LUMO level, eV: 1.1
E_HOMO, eV: -8.9
Gap between HOMO and LUMO, Eh: 0.3668
Electronic energy, eV: -6324.0197
Relative energy (zero: lowest compared OMol25 entry of this formula, charge and spin), kJ/mol: 110.8

***

Molecular formula: C4H8O
Method: DFT, the ωB97M-V functional and the def2-TZVPD basis

```
! wB97M-V def2-TZVPD RIJCOSX def2/J DEFGRID3
* xyz 0 1
C 1.2091 0.6248 0.6105
C -0.0211 0.2613 -0.1905
O -0.3668 1.2190 -1.1587
C -1.1820 -0.3436 0.5227
C -0.4277 -1.1515 -0.5076
H 1.5395 -0.1967 1.2547
H 0.9723 1.4852 1.2467
H 2.0441 0.9112 -0.0392
H 0.1932 1.0488 -1.9278
H -1.0388 -0.6016 1.5692
H -2.1686 0.0275 0.2659
H 0.1763 -1.9947 -0.1836
H -0.9294 -1.2899 -1.4623
*
```

LUMO level, eV: 1.0
E_HOMO, eV: -9.9
Gap between HOMO and LUMO, Eh: 0.4022
Electronic energy, eV: -6324.2254
Relative energy (zero: lowest compared OMol25 entry of this formula, charge and spin), kJ/mol: 90.9

***

Molecular formula: C4H8O
Method: DFT, the ωB97M-V functional and the def2-TZVPD basis

```
! wB97M-V def2-TZVPD RIJCOSX def2/J DEFGRID3
* xyz 0 1
C -0.3637 1.3667 0.2284
C -0.1126 -0.1000 -0.0186
C 0.9705 -0.7125 0.7891
C -0.5646 -0.7390 -1.2781
O -1.2842 -0.8934 -0.0537
H 0.5152 1.9789 -0.0040
H -0.6055 1.5348 1.3083
H -1.1887 1.7837 -0.3540
H 0.6378 -0.7165 1.8423
H 1.1926 -1.7387 0.4566
H 1.8923 -0.0758 0.7896
H -0.0547 -1.6027 -1.6742
H -1.0345 -0.0857 -2.0316
*
```

LUMO level, eV: 1.0
E_HOMO, eV: -10.2
Gap between HOMO and LUMO, Eh: 0.4122
Electronic energy, eV: -6324.0900
Relative energy (zero: lowest compared OMol25 entry of this formula, charge and spin), kJ/mol: 104.0

***

Molecular formula: C4H8O
Method: DFT, the ωB97M-V functional and the def2-TZVPD basis

```
! wB97M-V def2-TZVPD RIJCOSX def2/J DEFGRID3
* xyz 0 1
C 0.8610 -0.7867 -1.3928
C -0.2936 -0.0886 -0.6793
C 0.0431 0.2421 0.7568
C -1.2252 0.6389 1.6716
O -1.0822 1.7825 1.2574
H 1.1098 -1.7396 -0.9126
H 1.7680 -0.1689 -1.4047
H 0.5910 -0.9965 -2.4311
H -0.5570 0.8347 -1.2179
H -1.1896 -0.7140 -0.6723
H 0.3450 -0.5408 1.4220
H 0.8691 1.0006 0.7929
H -1.2394 0.5364 2.8099
*
```

LUMO level, eV: 0.2
E_HOMO, eV: -8.6
Gap between HOMO and LUMO, Eh: 0.3202
Electronic energy, eV: -6321.6479
Relative energy (zero: lowest compared OMol25 entry of this formula, charge and spin), kJ/mol: 339.6

***

Molecular formula: C4H8O
Method: DFT, the ωB97M-V functional and the def2-TZVPD basis

```
! wB97M-V def2-TZVPD RIJCOSX def2/J DEFGRID3
* xyz 0 1
C 0.6517 -1.3092 0.9673
C 0.0494 -0.5010 -0.1779
C 0.3517 0.9886 -0.0437
C -2.0297 1.7237 -1.9265
O -2.5035 0.8081 -1.4544
H 0.2334 -0.9850 1.9268
H 1.7373 -1.1706 1.0154
H 0.4541 -2.3811 0.8613
H 0.4410 -0.8669 -1.1356
H -1.0356 -0.6600 -0.1967
H -0.0424 1.3792 0.9023
H 1.4293 1.1756 -0.0541
H -0.0728 1.5739 -0.8652
*
```

LUMO level, eV: 1.2
E_HOMO, eV: -11.5
Gap between HOMO and LUMO, Eh: 0.4680
Electronic energy, eV: -6324.8054
Relative energy (zero: lowest compared OMol25 entry of this formula, charge and spin), kJ/mol: 35.0

***

Molecular formula: C4H8O
Method: DFT, the ωB97M-V functional and the def2-TZVPD basis

```
! wB97M-V def2-TZVPD RIJCOSX def2/J DEFGRID3
* xyz 0 1
C 1.1580 0.6823 1.1636
C 0.3413 0.6838 -0.1205
C -0.8836 -0.1823 -0.0164
C -1.3450 -1.0147 -0.9495
O -0.6031 -1.8089 -1.7164
H 1.5348 -0.3204 1.3777
H 0.5575 0.9996 2.0229
H 2.0105 1.3607 1.0924
H 0.0295 1.7154 -0.3391
H 0.9675 0.3823 -0.9696
H -1.6113 0.1591 0.7117
H -2.3800 -1.1734 -1.1251
H 0.2238 -1.4836 -1.1318
*
```

LUMO level, eV: 0.9
E_HOMO, eV: -8.5
Gap between HOMO and LUMO, Eh: 0.3441
Electronic energy, eV: -6323.4124
Relative energy (zero: lowest compared OMol25 entry of this formula, charge and spin), kJ/mol: 169.4

***

Molecular formula: C4H8O
Method: DFT, the ωB97M-V functional and the def2-TZVPD basis

```
! wB97M-V def2-TZVPD RIJCOSX def2/J DEFGRID3
* xyz 0 1
C 1.5782 -0.0217 0.5367
O 1.2778 0.6380 -0.6415
C 0.0214 0.7581 -0.9498
C -0.8042 -0.9814 0.0451
C -1.1010 0.5005 -0.0142
H 1.1852 0.4715 1.4314
H 2.6551 -0.1772 0.5815
H 0.6073 -0.9674 0.2981
H -0.1286 0.9803 -2.0038
H -1.2441 -1.5324 -0.7833
H -0.9936 -1.4714 1.0034
H -2.0600 0.7900 -0.4528
H -0.9934 1.0130 0.9493
*
```

LUMO level (alpha / beta), eV: 0.7 / 0.7
E_HOMO (alpha / beta), eV: -7.2 / -7.2
Gap between HOMO and LUMO (alpha / beta), Eh: 0.2904 / 0.2903
Electronic energy, eV: -6320.5382
Relative energy (zero: lowest compared OMol25 entry of this formula, charge and spin), kJ/mol: 446.7

***

Molecular formula: C4H8O
Method: DFT, the ωB97M-V functional and the def2-TZVPD basis

```
! wB97M-V def2-TZVPD RIJCOSX def2/J DEFGRID3
* xyz 0 1
C -1.2461 -0.8140 -0.0680
C -0.1511 0.2240 -0.1202
O -0.7299 1.5390 -0.2367
C 1.0008 0.0509 0.7210
C 1.1195 -0.0411 -0.8126
H -0.8823 -1.8331 -0.0491
H -2.0646 -0.5916 -0.8911
H -1.8561 -0.5294 0.8292
H -0.9158 1.7788 0.7088
H 1.4178 1.0025 1.1308
H 1.3065 -0.7821 1.3133
H 1.3975 -0.9423 -1.3537
H 1.6037 0.9385 -1.1718
*
```

LUMO level, eV: 1.0
E_HOMO, eV: -10.0
Gap between HOMO and LUMO, Eh: 0.4054
Electronic energy, eV: -6323.5912
Relative energy (zero: lowest compared OMol25 entry of this formula, charge and spin), kJ/mol: 152.1

***

Molecular formula: C4H8O
Method: DFT, the ωB97M-V functional and the def2-TZVPD basis

```
! wB97M-V def2-TZVPD RIJCOSX def2/J DEFGRID3
* xyz 0 1
C 1.2335 -0.3757 1.0379
C 0.2689 0.6726 0.7253
O 0.0801 1.6832 -0.7434
C -0.7253 0.6573 -0.3632
C -0.7429 -0.5692 -1.2535
H 0.1686 -0.5629 1.6108
H 2.1748 -0.1081 1.5679
H 1.3520 -1.2641 0.4184
H 0.2162 1.3948 1.5328
H -1.7351 0.9193 -0.0253
H 0.2603 -0.8101 -1.6208
H -1.1543 -1.4245 -0.7054
H -1.3774 -0.3803 -2.1220
*
```

LUMO level, eV: 0.9
E_HOMO, eV: -9.3
Gap between HOMO and LUMO, Eh: 0.3738
Electronic energy, eV: -6321.7811
Relative energy (zero: lowest compared OMol25 entry of this formula, charge and spin), kJ/mol: 326.8